No. 1
This record from the Open Molecules 2025 dataset describes a molecular structure, C17H20N3OOs. The level of theory is ωB97M-V/def2-TZVPD.

Kohn-Sham gap (alpha / beta) in eV: 2.79 / 6.61
⟨S²⟩: 6.03
E_tot in Eh: -989.6793
2S+1: 5
Highest occupied orbital energy (alpha / beta) in eV: -0.24 / -4.12
Total charge: -1
E_LUMO (alpha / beta) in hartree: 0.0938 / 0.0914
Relative energy (zero: lowest compared OMol25 entry of this formula, charge and spin) in eV: 0.000

Last column: Mulliken charge in e.
Atoms and positions in Å:
1 Os -0.64 0.49 0.98  1.0096
2 C -2.74 -0.90 1.18  -0.6885
3 C -2.44 -1.30 -0.15  -0.9770
4 C -1.11 -1.78 -0.18  -0.4340
5 H -3.11 -1.27 -1.00  0.3374
6 C -0.56 -1.67 1.14  -0.5788
7 C -1.60 -1.15 2.00  -0.7675
8 H -1.57 -1.10 3.08  0.6001
9 H -3.70 -0.54 1.55  0.6227
10 H -0.62 -2.25 -1.03  0.6733
11 H 0.40 -2.08 1.46  0.6744
12 C -0.03 2.44 1.52  -0.9335
13 C -0.28 1.65 2.68  -0.3589
14 C 0.59 0.53 2.64  -1.2800
15 H -1.01 1.87 3.46  0.4121
16 C 1.37 0.62 1.46  0.1327
17 C 0.99 1.81 0.77  -0.3416
18 H 1.41 2.17 -0.16  0.3968
19 H -0.52 3.36 1.27  0.4684
20 H 0.65 -0.26 3.38  0.5972
21 H 2.14 -0.07 1.16  0.5300
22 O 0.69 -0.09 -1.48  -0.3806
23 C 2.13 -0.85 -1.92  1.5796
24 C 1.54 -1.03 -3.32  -0.8730
25 C 2.32 -2.08 -1.08  -1.4872
26 C 3.23 0.18 -1.82  -1.5906
27 C 0.29 -0.27 -2.85  -0.5839
28 H 1.34 -2.07 -3.57  0.3160
29 H 2.10 -0.51 -4.10  0.3509
30 H 0.17 0.71 -3.34  0.3259
31 H -0.63 -0.86 -2.91  0.2195
32 H 3.24 -2.60 -1.39  0.4643
33 H 1.47 -2.77 -1.21  0.3582
34 H 2.41 -1.83 -0.02  0.0796
35 H 4.10 -0.15 -2.42  0.4220
36 H 3.56 0.29 -0.78  0.2968
37 H 2.89 1.15 -2.19  0.3709
38 N -2.19 1.64 -0.12  -0.8730
39 C -3.04 2.16 0.54  0.7710
40 N -3.99 2.79 1.07  -0.8179
41 C -4.40 2.78 2.32  0.6194
42 N -4.84 2.82 3.41  -0.6625



No. 2
This record from the Open Molecules 2025 dataset describes a molecular structure, C12H38BCrN4P3. The level of theory is ωB97M-V/def2-TZVPD.

Kohn-Sham gap (alpha / beta) in eV: 7.25 / 5.87
⟨S²⟩: 6.10
E_tot in Eh: -2791.6722
2S+1: 5
Highest occupied orbital energy (alpha / beta) in eV: -14.81 / -15.00
Total charge: +2
E_LUMO (alpha / beta) in hartree: -0.2778 / -0.3356
Relative energy (zero: lowest compared OMol25 entry of this formula, charge and spin) in eV: 0.368

Last column: Mulliken charge in e.
Atoms and positions in Å:
1 Cr -0.05 0.49 0.20  -1.9935
2 H 1.73 -3.92 -2.50  0.1348
3 H 0.25 1.38 1.51  0.1704
4 P -0.27 1.02 -1.92  1.3101
5 P 0.46 -1.42 1.31  1.4050
6 C -0.18 -3.07 0.84  -1.2837
7 H 0.02 -3.82 1.61  0.4433
8 H -1.27 -3.03 0.68  0.3833
9 H 0.28 -3.42 -0.09  0.3610
10 C 2.24 -1.76 1.26  -1.2799
11 H 2.81 -0.87 1.55  0.3809
12 H 2.45 -2.58 1.96  0.4549
13 H 2.54 -2.03 0.25  0.3363
14 C 0.20 -1.40 3.12  -1.4107
15 H -0.83 -1.15 3.38  0.2825
16 H 0.44 -2.39 3.53  0.5355
17 H 0.86 -0.67 3.58  0.3571
18 C 0.76 0.14 -3.12  -0.9204
19 H 0.64 0.65 -4.08  0.4147
20 H 1.81 0.18 -2.81  0.1904
21 H 0.43 -0.90 -3.22  0.3831
22 C -1.98 0.78 -2.47  -1.3698
23 H -2.67 1.07 -1.66  0.2856
24 H -2.15 1.38 -3.37  0.4518
25 H -2.14 -0.28 -2.69  0.3804
26 C 0.11 2.77 -2.21  -1.2515
27 H 1.20 2.92 -2.13  0.2993
28 H -0.25 3.01 -3.22  0.4649
29 H -0.38 3.40 -1.45  0.2603
30 H 3.93 2.68 -0.46  0.2613
31 H 4.42 1.68 0.73  0.2564
32 H 3.95 -0.42 -0.46  -0.0973
33 H 3.67 0.88 -2.17  -0.0495
34 B 3.84 0.64 -1.01  0.1443
35 N 4.34 1.76 -0.28  -0.4522
36 H 2.28 -3.47 -2.37  -0.1358
37 H -1.26 -0.46 0.35  0.0560
38 C -3.73 3.24 2.52  -0.9003
39 N -3.38 1.99 3.23  0.0782
40 C -2.41 2.28 4.37  -0.7650
41 N -1.28 3.13 3.97  0.1789
42 C -1.71 4.37 3.25  -0.8541
43 N -2.57 4.09 2.07  0.0948
44 C -1.83 3.47 0.95  -0.9011
45 P -1.34 1.78 1.52  2.2175
46 C -2.82 0.98 2.30  -0.7242
47 C -0.37 2.39 3.13  -1.3932
48 H -4.31 3.87 3.21  0.3313
49 H -4.31 2.97 1.63  0.4208
50 H -2.00 1.32 4.76  0.4170
51 H -2.96 2.81 5.16  0.2874
52 H -0.80 4.89 2.92  0.4134
53 H -2.29 4.97 3.97  0.3165
54 H -2.47 3.41 0.05  0.3444
55 H -0.93 4.05 0.68  0.4542
56 H -2.53 0.03 2.79  0.3391
57 H -3.57 0.74 1.53  0.3508
58 H 0.44 3.02 2.75  0.6162
59 H 0.04 1.50 3.63  0.5180